1.
One molecule with the formula C22H28N2O4S in a non-equilibrium geometry. Source: the Open Molecules 2025 dataset; level of theory: ωB97M-V/def2-TZVPD.

Geometry as XYZ:
```
57
Properties=species:S:1:pos:R:3:forces:R:3:mulliken_charge:R:1
C -1.3960 -1.4540 1.7001 0.1 -2.3 -7.0 -0.99
H -1.4956 -2.4050 2.1313 -0.3 -1.3 0.7 0.46
H -0.6719 -1.5505 0.7048 -1.5 -0.3 2.4 0.26
H -0.8545 -0.8159 2.2581 0.7 2.8 2.2 0.37
O -2.6164 -0.9557 1.1367 2.7 3.8 3.9 -0.22
C -3.6022 -1.4860 0.5261 -1.8 1.6 -0.9 0.75
C -3.4406 -2.7854 0.0874 -2.5 0.7 -4.4 -0.39
C -4.3154 -3.1918 -1.0506 -0.6 7.2 5.6 -0.75
C -5.5042 -2.4971 -1.3301 10.7 3.3 6.1 -1.53
C -5.6273 -1.3204 -0.6866 0.7 3.6 2.3 -0.27
C -4.7952 -0.5049 0.1975 2.4 -14.4 -3.3 -0.38
N -5.1178 0.6920 0.5529 -1.4 1.1 5.7 0.24
S -4.6172 1.6136 -0.5628 -2.8 13.6 2.9 1.08
O -4.9226 3.1463 0.1933 1.3 -5.9 -3.1 -0.84
O -5.2679 1.4486 -1.8250 1.1 -1.0 0.1 -0.63
C -2.9394 1.5661 -0.4838 2.8 -4.3 -6.0 0.70
C -1.9979 2.0727 0.3393 -6.1 6.4 3.2 -0.55
C -0.7253 1.8583 0.3864 7.7 -1.2 -1.4 -0.37
C -0.0942 1.0407 -0.6194 -7.2 0.8 3.8 0.57
C -1.0844 0.3543 -1.3393 0.6 -1.0 -4.3 -0.46
C -2.4413 0.6410 -1.5822 5.2 5.3 8.9 -1.60
H -3.2033 0.2739 -2.0205 -4.1 -3.5 -4.3 0.88
H -0.6649 -0.3435 -2.0518 0.1 -0.6 0.0 0.39
C 1.1541 0.4988 -0.2973 6.6 0.5 -5.1 0.79
O 1.4758 -0.5685 -0.7588 -0.7 -3.5 1.5 -0.68
N 2.2153 1.4519 -0.3340 1.2 -8.3 2.2 -0.15
H 1.8219 2.1966 -0.3894 -5.0 12.0 -0.7 0.04
C 3.6098 1.3655 -0.2641 -5.2 -11.3 0.5 -1.48
C 3.8039 0.2893 1.0966 5.4 0.8 -6.2 -0.98
H 3.3048 0.6537 1.8840 -2.4 1.0 2.6 0.78
C 5.3672 0.5021 1.3389 -3.1 -7.2 3.1 -1.03
C 6.2193 -0.6737 0.5824 0.5 2.6 10.3 -0.73
C 5.9593 -0.8835 -0.7415 -9.2 -0.2 0.2 -0.87
C 5.5544 0.1914 -1.6039 -0.6 6.5 1.5 -1.11
H 6.1185 1.1123 -1.2295 0.4 -0.9 -0.5 0.33
C 4.1242 0.8370 -1.5220 -0.9 -6.7 -2.8 -0.20
H 3.8825 1.3677 -2.5168 0.2 -0.4 1.9 0.27
H 3.5214 -0.2564 -1.5100 0.8 2.9 -1.0 0.07
H 5.8385 0.1849 -2.6059 0.4 -0.8 -1.7 0.59
H 6.6820 -1.2866 -1.1099 8.4 -5.0 -4.7 0.70
H 5.1772 -1.7033 -0.6696 0.3 0.7 -1.0 0.33
H 7.1470 -0.2364 1.0329 0.5 -0.9 -1.6 0.29
H 6.0788 -1.6366 1.2804 0.2 1.9 -1.7 0.26
H 5.3877 0.1044 2.4952 0.9 1.9 -2.5 0.28
H 5.6281 1.4560 1.1062 1.3 2.6 -0.1 0.63
H 3.7369 -0.7645 0.7714 -1.0 0.7 0.5 0.41
H 4.1070 2.0806 -0.0267 4.7 9.5 3.4 1.61
H 0.1011 2.2382 1.0596 -1.9 0.4 -0.1 0.33
H -2.4247 3.0610 0.8540 0.8 -2.5 -0.1 0.24
C -4.9550 0.9889 2.0980 7.5 2.2 -5.3 -0.83
H -3.7606 0.8645 2.3269 -2.7 -0.3 -0.5 0.14
H -5.4360 0.3174 2.5992 -3.5 -3.4 3.0 0.49
H -4.9548 2.0173 2.0674 -1.5 2.4 0.9 0.45
H -6.4851 -0.7893 -0.8087 -2.8 1.3 -0.8 0.59
H -6.0662 -3.0179 -1.7852 -8.5 -5.6 -6.5 0.77
H -4.0689 -4.0921 -1.1430 1.2 -7.7 -2.7 0.64
H -2.4702 -3.2681 0.0611 0.0 0.1 0.8 0.31
```
Positions in Å, forces in eV/Å.

Largest force on an atom in eV Å⁻¹: 14.95
Relative energy (zero: lowest compared OMol25 entry of this formula, charge and spin) in kcal/mol: 492.1
HOMO in eV: -8.305
E_LUMO in eV: -0.8
Total charge: 0
Total energy in eV: -45253.6757
HOMO-LUMO gap in eV: 7.463


2.
One molecule with the formula C15H20N4O4S2 in a non-equilibrium geometry. Source: the Open Molecules 2025 dataset; level of theory: ωB97M-V/def2-TZVPD.

Geometry as XYZ:
```
45
Properties=species:S:1:pos:R:3:forces:R:3:mulliken_charge:R:1
C -2.8293 -3.6389 -1.6575 0.1 0.2 -0.1 -1.34
C -1.9945 -2.3794 -1.4658 0.0 -0.8 -0.6 -0.32
N -2.2602 -1.8070 -0.1539 0.6 -0.4 1.0 0.28
C -2.5421 -0.4265 -0.0225 -0.4 0.8 0.2 -0.83
C -1.8583 0.5412 -0.7542 -0.1 0.0 0.0 0.20
C -2.1588 1.8753 -0.5837 -0.1 0.1 0.1 -0.94
C -3.1345 2.2756 0.3320 0.1 -0.1 -0.1 0.96
O -3.3497 3.6153 0.4214 0.2 -0.2 -0.2 -0.45
C -4.3296 4.0822 1.3183 -0.1 0.1 0.1 -0.85
C -3.8018 1.3069 1.0750 -0.1 0.3 0.1 -0.46
C -3.5066 -0.0331 0.8925 0.1 0.0 -0.3 -0.68
S -1.3728 -2.4206 1.0870 0.2 -0.1 0.0 1.30
O -1.8888 -1.9640 2.3379 0.1 0.2 -0.1 -0.68
O -1.1657 -3.8210 0.8988 0.0 0.0 -0.3 -0.66
C 0.2372 -1.6292 0.9177 -0.1 0.0 0.6 0.31
N 0.7582 -1.2288 -0.1836 -1.5 -0.7 -0.3 -0.29
N 1.9509 -0.6683 -0.0554 1.2 0.6 -0.2 -0.45
C 2.3738 -0.6251 1.1673 -1.2 -0.7 0.5 0.48
N 3.5482 -0.1170 1.6074 0.3 0.0 0.8 -0.06
C 4.5732 0.5639 0.9421 -0.2 0.1 -0.2 0.17
O 5.4987 0.9508 1.6079 0.2 0.1 0.1 -0.61
C 4.4446 0.7235 -0.5494 0.3 0.2 -0.3 0.79
C 5.2959 1.9014 -1.0161 -0.1 -0.1 0.2 -1.59
C 4.9099 -0.5828 -1.2044 -0.2 0.1 0.1 -1.33
S 1.2185 -1.3341 2.3188 0.4 0.4 -0.7 -0.23
H -2.5539 -4.3762 -0.9097 0.0 -0.1 0.0 0.32
H -3.8860 -3.4068 -1.5523 -0.1 0.0 0.0 0.32
H -2.6528 -4.0506 -2.6478 0.0 -0.1 -0.1 0.41
H -0.9298 -2.6123 -1.5596 -0.1 0.1 -0.2 0.25
H -2.2606 -1.6343 -2.2179 0.1 0.0 0.2 0.50
H -1.0855 0.2474 -1.4478 0.1 0.0 -0.1 0.52
H -1.6411 2.6360 -1.1460 0.1 0.1 -0.1 0.43
H -5.3214 3.6929 1.0676 0.0 0.0 0.0 0.34
H -4.3313 5.1659 1.2126 0.0 -0.1 0.0 0.24
H -4.0859 3.8202 2.3526 0.0 0.0 0.0 0.34
H -4.5549 1.5795 1.7966 -0.1 0.1 0.1 0.39
H -4.0143 -0.7856 1.4729 -0.1 -0.1 0.0 0.46
H 3.7163 -0.2007 2.6046 0.1 0.1 -0.2 0.25
H 3.3949 0.8848 -0.8032 0.2 0.0 0.0 0.34
H 6.3316 1.7534 -0.7216 0.1 0.0 0.0 0.33
H 4.9446 2.8277 -0.5685 0.0 0.1 0.0 0.37
H 5.2446 1.9935 -2.0974 0.0 0.0 -0.1 0.42
H 4.2637 -1.4073 -0.9176 0.0 -0.1 0.0 0.35
H 4.8735 -0.4790 -2.2852 0.0 0.0 -0.1 0.36
H 5.9323 -0.8088 -0.9099 0.1 0.0 0.0 0.33
```
Positions in Å, forces in eV/Å.

Largest force on an atom in eV Å⁻¹: 1.63
Relative energy (zero: lowest compared OMol25 entry of this formula, charge and spin) in kcal/mol: 9.2
HOMO in eV: -8.551
E_LUMO in eV: 0.2
SMILES: CCN(c1ccc(OC)cc1)S(=O)(=O)c1nnc(NC(=O)C(C)C)s1
Total charge: 0
Total energy in eV: -51699.2430
HOMO-LUMO gap in eV: 8.712


3.
One molecule with the formula C6H8O2 in a non-equilibrium geometry. Source: the Open Molecules 2025 dataset; level of theory: ωB97M-V/def2-TZVPD.

Geometry as XYZ:
```
16
Properties=species:S:1:pos:R:3:forces:R:3:mulliken_charge:R:1
C -2.5938 0.0470 -0.0106 -2.5 -0.7 1.1 -0.60
C -1.3000 0.6346 -0.3590 -0.6 -0.6 -2.8 0.49
O -0.1657 1.2278 0.0884 2.3 0.5 -0.4 -0.40
C 0.7736 0.0170 -0.1394 1.6 2.1 0.9 0.75
C 1.9435 -0.0070 0.8017 0.0 0.9 0.6 -0.75
C 2.2131 0.0981 -0.7193 -1.3 0.8 -0.4 -0.59
O -0.0077 -1.1232 -0.3925 -0.1 -0.5 0.3 -0.36
C -1.2179 -0.6985 0.2168 -1.5 -0.9 0.5 -0.21
H -3.4464 -0.1390 -0.7657 1.7 0.6 1.0 0.24
H -2.9531 0.1572 1.0646 0.1 -0.2 -1.6 0.22
H -1.2712 0.4776 -1.5151 0.2 0.4 1.7 0.12
H 2.2257 0.7152 1.6543 -0.7 -0.3 -2.1 0.22
H 2.0237 -0.9426 1.2722 0.5 -1.6 0.0 0.24
H 2.5093 -0.7906 -1.3247 -0.1 0.7 0.8 0.25
H 2.5265 1.0821 -1.1935 -0.5 -1.3 1.0 0.21
H -1.2597 -0.7557 1.3218 1.1 0.1 -0.7 0.17
```
Positions in Å, forces in eV/Å.

Largest force on an atom in eV Å⁻¹: 2.88
Relative energy (zero: lowest compared OMol25 entry of this formula, charge and spin) in kcal/mol: 165.9
HOMO in eV: -8.801
E_LUMO in eV: 1.1
SMILES: C1[C@H]2OC3(CC3)O[C@H]12
Total charge: 0
Total energy in eV: -10439.5332
HOMO-LUMO gap in eV: 9.855


4.
C17H16F7IN6ReS4Sb as an isolated structure in a non-equilibrium geometry. Source: the Open Molecules 2025 dataset; level of theory: ωB97M-V/def2-TZVPD.

Geometry as XYZ:
```
53
Properties=species:S:1:pos:R:3:forces:R:3:mulliken_charge:R:1
Re -0.6488 -0.7203 0.9165 -1.0 0.0 0.0 1.61
C 3.2518 -2.1654 -0.5276 0.0 0.0 0.0 -1.67
C 2.1109 -1.5649 0.2101 0.2 0.0 -0.1 0.79
N 0.8732 -1.7262 -0.1329 -0.4 0.0 -0.3 1.01
N 0.6391 -2.4365 -1.2854 0.0 0.1 0.1 -1.59
C -0.5770 -2.8832 -1.3202 0.3 -0.2 -0.1 0.73
N -0.9953 -3.5782 -2.3807 -0.2 -0.2 0.1 -0.39
S -1.6432 -2.6946 0.0538 0.5 0.9 0.3 -0.35
C 2.2779 -0.7773 1.4051 0.3 0.1 0.0 0.60
C 3.4895 -0.5649 2.0356 0.2 -0.1 -0.1 -0.76
C 3.5256 0.1845 3.1942 0.0 0.1 0.1 -0.70
C 2.3404 0.7140 3.6819 0.2 0.0 0.0 -0.70
C 1.1679 0.4648 3.0054 -0.2 0.1 0.0 -0.59
N 1.1377 -0.2707 1.8883 -0.3 -0.1 0.2 0.65
H 2.8880 -2.9025 -1.2335 0.0 0.0 0.0 0.43
H 3.9446 -2.6377 0.1720 0.0 0.1 0.0 0.45
H 3.7918 -1.3874 -1.0799 -0.1 0.0 0.1 0.31
H -0.4260 -3.5573 -3.2096 0.0 0.0 0.0 0.24
H -1.9826 -3.7204 -2.4944 -0.1 0.0 -0.1 0.26
H 4.3888 -0.9978 1.6166 -0.1 0.1 0.0 0.45
H 4.4603 0.3510 3.7166 -0.1 0.0 -0.1 0.46
H 2.3184 1.3208 4.5778 0.0 0.0 -0.1 0.51
H 0.2256 0.8648 3.3466 0.0 0.0 0.0 0.55
S 2.4021 6.4933 2.9063 0.0 0.2 0.1 -0.40
C 2.3174 5.4731 1.6149 0.2 0.2 -1.0 0.18
S 1.8226 3.8292 1.8241 0.0 -0.2 -0.2 -0.09
C 2.0006 3.4978 0.1064 0.3 1.2 -0.1 0.17
N 2.3845 4.5703 -0.5440 -0.3 -0.8 0.1 -0.84
N 2.5655 5.6532 0.2548 0.0 0.4 0.9 0.66
C 3.0117 6.8503 -0.4450 -0.2 -0.4 0.1 0.79
C 3.0597 6.8044 -1.8425 -0.1 0.0 0.1 -0.32
C 3.4960 7.9051 -2.5593 0.0 0.0 0.0 -0.55
C 3.8853 9.0664 -1.9055 0.0 0.0 -0.1 -0.47
C 3.8285 9.1096 -0.5248 0.0 0.0 0.1 -0.66
C 3.3966 8.0126 0.2131 0.0 0.0 0.0 -0.45
S 1.7304 1.9933 -0.5985 -0.1 -0.7 -0.1 -0.26
H 2.7521 5.9098 -2.3578 0.0 0.0 0.0 0.43
H 3.5331 7.8494 -3.6408 0.0 0.0 0.0 0.35
H 4.2278 9.9262 -2.4686 0.0 0.0 0.0 0.37
H 4.1276 10.0071 0.0044 0.0 -0.1 0.0 0.35
H 3.3661 8.0774 1.2839 0.0 -0.1 0.1 0.16
F -1.1624 0.9171 1.6443 0.1 -0.6 -0.3 -0.52
F -0.8371 0.1997 -1.2592 0.1 -0.2 0.4 -0.78
Sb -2.7292 0.5164 -1.6647 0.2 0.3 -0.4 2.55
F -2.8345 -1.2424 -2.3043 0.0 -0.4 0.0 -0.54
F -4.5845 0.6134 -1.7081 -0.2 0.2 -0.1 -0.52
F -2.8631 -0.1576 0.1622 0.6 -0.3 0.5 -0.78
F -2.5447 2.2553 -1.0437 0.0 0.1 0.2 -0.51
F -2.2309 1.0225 -3.3827 -0.2 0.2 -0.2 -0.53
I 0.3187 -3.1276 3.4064 0.0 0.0 0.0 0.03
C -1.0950 -1.6527 2.7707 0.0 0.1 -0.5 -1.24
H -1.1476 -0.9165 3.5704 0.1 0.0 0.0 0.48
H -2.0452 -2.1776 2.7070 0.0 0.0 0.1 0.65
```
Positions in Å, forces in eV/Å.

Largest force on an atom in eV Å⁻¹: 1.20
Relative energy (zero: lowest compared OMol25 entry of this formula, charge and spin) in kcal/mol: 63.8
HOMO (spin up / spin down) in eV: -6.835 / -6.843
E_LUMO (spin up / spin down) in eV: -4.1 / -4.1
Total charge: 0
Total energy in eV: -105962.5572
HOMO-LUMO gap (spin up / spin down) in eV: 2.750 / 2.740


5.
A 2-piece molecular cluster, C2H5NS overall in a non-equilibrium geometry. Source: the Open Molecules 2025 dataset; level of theory: ωB97M-V/def2-TZVPD.

Geometry as XYZ:
```
9
Properties=species:S:1:pos:R:3:forces:R:3:mulliken_charge:R:1
C -0.0289 0.5300 0.0155 0.3 0.0 -0.1 -0.01
C 1.3088 -0.1297 -0.0933 -0.1 -0.1 0.1 -0.92
N -1.1329 -0.0241 0.2294 -1.2 -0.2 0.1 -0.43
S -3.9152 -0.0881 -0.0675 0.4 0.1 0.0 -0.06
H -0.0388 1.6119 -0.0898 0.0 0.2 0.0 0.34
H 1.2073 -1.1941 -0.3051 0.0 0.0 0.0 0.29
H 1.8321 -0.0133 0.8577 0.1 0.0 0.0 0.26
H 1.9037 0.3447 -0.8708 0.1 0.0 0.0 0.28
H -1.1361 -1.0374 0.3241 0.4 0.0 -0.1 0.25
```
Positions in Å, forces in eV/Å.

Largest force on an atom in eV Å⁻¹: 1.24
Relative energy (zero: lowest compared OMol25 entry of this formula, charge and spin) in kcal/mol: 77.5
HOMO (spin up / spin down) in eV: -9.134 / -9.133
E_LUMO (spin up / spin down) in eV: -1.7 / -1.7
Total charge: 0
Total energy in eV: -14476.9770
HOMO-LUMO gap (spin up / spin down) in eV: 7.411 / 7.433